No. 1
C6H15N | ωB97M-V with the def2-TZVPD basis set

Structure (XYZ):
```
22
Properties=species:S:1:pos:R:3
C 0.56 -2.94 0.66
C 0.13 -1.71 -0.13
C -0.58 -0.70 0.86
C -0.19 0.79 0.19
C -1.37 1.64 0.55
N 0.33 0.83 -1.15
C 0.99 2.01 -1.47
H 1.26 -3.61 0.11
H -0.25 -3.70 1.00
H 1.08 -2.59 1.54
H -0.44 -1.84 -1.11
H 1.19 -1.28 -0.43
H -0.07 -0.86 1.88
H -1.69 -0.59 0.99
H 0.67 1.28 0.74
H -2.28 1.28 0.14
H -1.27 2.73 0.26
H -1.42 1.55 1.66
H -0.46 0.57 -1.79
H 0.74 2.87 -0.81
H 0.93 2.34 -2.42
H 2.15 1.94 -1.31
```

Summary:
SMILES: CCC[C@H](C)NC
HOMO (eV): -8.5
Lowest unoccupied orbital energy (eV): 1.104
E_tot (a.u.): -292.28056
HOMO-LUMO gap (eV): 9.581

These are the Mulliken partial charges, in e, on atoms 1 to 4:
1. C -1.2529
2. C -0.0337
3. C -0.6583
4. C 0.1405

***

No. 2
C28H31AsN7PtS2 | ωB97M-V with the def2-TZVPD basis set

Structure (XYZ):
```
70
Properties=species:S:1:pos:R:3
Pt 0.44 1.06 0.66
S -0.18 3.15 -0.13
C -1.27 2.89 -1.48
C -2.12 3.93 -1.84
C -3.02 3.78 -2.88
C -3.07 2.60 -3.60
C -2.19 1.57 -3.28
C -1.29 1.70 -2.23
As -0.03 0.32 -1.73
C 1.61 1.08 -2.44
C 1.63 1.88 -3.57
C 2.81 2.48 -3.98
C 3.99 2.27 -3.27
C 3.98 1.45 -2.15
C 2.80 0.86 -1.73
C -0.45 -1.08 -3.04
C -1.64 -1.78 -2.92
C -1.98 -2.73 -3.87
C -1.11 -3.00 -4.92
C 0.09 -2.32 -5.02
C 0.43 -1.37 -4.07
H -2.07 4.86 -1.29
H -3.70 4.59 -3.12
H -3.77 2.48 -4.41
H -2.20 0.66 -3.88
H 0.72 2.04 -4.13
H 2.82 3.13 -4.84
H 4.90 2.74 -3.58
H 4.89 1.27 -1.60
H 2.78 0.24 -0.85
H -2.32 -1.56 -2.10
H -2.92 -3.26 -3.80
H -1.37 -3.74 -5.66
H 0.77 -2.53 -5.83
H 1.37 -0.83 -4.15
C 2.35 -3.40 1.76
N 2.72 -2.32 2.67
C 3.93 -2.55 3.45
C 2.26 -1.07 2.39
N 1.58 -0.76 1.35
N 2.53 -0.13 3.37
C 2.17 1.21 3.43
N 2.35 1.76 4.67
N 1.72 1.84 2.42
H 2.52 -4.35 2.26
H 2.92 -3.38 0.83
H 1.28 -3.34 1.53
H 4.06 -3.62 3.57
H 3.86 -2.12 4.45
H 4.82 -2.14 2.95
H 1.47 -1.51 0.68
H 2.91 -0.50 4.23
H 2.83 1.27 5.40
H 2.25 2.75 4.79
H 1.52 2.82 2.60
N -4.85 -1.65 5.05
C -4.97 -1.03 3.87
S -6.46 -0.77 3.21
C -3.73 -0.60 3.19
C -2.45 -0.80 3.72
C -1.34 -0.41 2.99
N -1.42 0.14 1.79
C -2.63 0.37 1.28
C -3.79 0.02 1.94
H -5.70 -1.96 5.50
H -3.97 -1.84 5.49
H -2.30 -1.25 4.69
H -0.34 -0.57 3.39
H -2.66 0.84 0.31
H -4.76 0.22 1.50
```

Summary:
HOMO (eV): -9.2
Charge: +1
Lowest unoccupied orbital energy (eV): -2.980
E_tot (a.u.): -4620.16988
HOMO-LUMO gap (eV): 6.231

These are the Mulliken partial charges, in e, on atoms 1 to 4:
1. Pt 2.1449
2. S -0.5000
3. C 0.5460
4. C -0.6847

***

No. 3
C10H14BrN2O2 | ωB97M-V with the def2-TZVPD basis set

Structure (XYZ):
```
29
Properties=species:S:1:pos:R:3
C -2.37 0.41 -1.73
C -1.31 -0.50 -1.07
Br -1.23 -2.16 -2.19
C 0.00 0.14 -0.95
C 0.73 0.83 -1.87
C 0.55 1.11 -3.42
O 1.60 0.79 -4.03
O -0.50 1.59 -3.89
C 1.92 1.22 -1.16
N 1.89 0.83 0.07
N 0.67 0.22 0.27
C 0.38 -0.38 1.57
C 0.21 -1.90 1.50
C -0.77 0.37 2.23
C 1.66 -0.04 2.44
H -1.97 1.09 -2.39
H -2.78 1.00 -1.00
H -3.02 -0.19 -2.19
H -1.83 -0.95 -0.26
H 2.78 1.72 -1.38
H 0.19 -2.39 0.53
H 0.90 -2.46 2.07
H -0.76 -2.15 1.90
H -0.86 1.48 1.83
H -1.61 -0.17 1.98
H -0.48 0.40 3.37
H 1.96 0.98 2.24
H 1.51 -0.43 3.41
H 2.54 -0.45 2.12
```

Summary:
SMILES: C[C@@H](Br)c1c(C(=O)[O-])cnn1C(C)(C)C
HOMO (eV): -4.3
Charge: -1
Lowest unoccupied orbital energy (eV): 2.887
E_tot (a.u.): -3223.45453
HOMO-LUMO gap (eV): 7.201

These are the Mulliken partial charges, in e, on atoms 1 to 4:
1. C -1.6384
2. C -0.2574
3. Br -0.1793
4. C -0.0894

***

No. 4
C5H12O2 | ωB97M-V with the def2-TZVPD basis set

Structure (XYZ):
```
19
Properties=species:S:1:pos:R:3
C 1.91 1.05 -0.10
C 2.30 -0.43 -0.12
O 1.28 -1.30 -0.56
C 0.14 -1.35 0.28
C -1.02 -0.57 -0.33
O -1.81 -0.05 0.72
C -2.80 0.82 0.24
H 1.08 1.25 0.59
H 1.61 1.39 -1.10
H 2.76 1.65 0.22
H 2.63 -0.73 0.88
H 3.13 -0.59 -0.81
H -0.12 -2.41 0.41
H 0.36 -0.93 1.27
H -0.62 0.24 -0.95
H -1.63 -1.21 -0.99
H -3.51 0.30 -0.43
H -2.35 1.66 -0.32
H -3.34 1.22 1.10
```

Summary:
SMILES: CCOCCOC
HOMO (eV): -9.7
Lowest unoccupied orbital energy (eV): 1.073
E_tot (a.u.): -348.14204
HOMO-LUMO gap (eV): 10.776

These are the Mulliken partial charges, in e, on atoms 1 to 4:
1. C -1.0152
2. C -0.2841
3. O -0.4031
4. C -0.6356

***

No. 5
C3H6O | ωB97M-V with the def2-TZVPD basis set

Structure (XYZ):
```
10
Properties=species:S:1:pos:R:3
C -0.80 -0.96 -0.68
C -0.05 -0.03 -0.10
C -0.54 1.21 0.58
O 1.29 -0.26 0.14
H -1.87 -0.80 -0.68
H -0.53 -2.01 -0.67
H -1.59 1.03 0.81
H -0.03 1.33 1.54
H -0.62 2.07 -0.08
H 1.53 -0.96 -0.47
```

Summary:
SMILES: C=C(C)O
HOMO (eV): -8.9
Lowest unoccupied orbital energy (eV): 1.007
E_tot (a.u.): -193.10787
HOMO-LUMO gap (eV): 9.879

These are the Mulliken partial charges, in e, on atoms 1 to 4:
1. C -0.9183
2. C 0.6856
3. C -1.0140
4. O -0.5055

***

No. 6
C36H31MnN2OP2Te | ωB97M-V with the def2-TZVPD basis set

Structure (XYZ):
```
74
Properties=species:S:1:pos:R:3
Mn -1.73 -1.29 -0.01
Te -0.84 1.07 2.73
C 0.63 2.57 2.83
C 1.79 2.42 3.59
C 2.76 3.41 3.53
N 2.65 4.50 2.78
C 1.53 4.66 2.08
C 0.49 3.73 2.08
C -0.73 0.58 0.67
P -1.87 1.65 -0.28
C -1.00 2.95 -1.24
C -1.55 4.22 -1.07
C -1.00 5.33 -1.70
C 0.12 5.19 -2.50
C 0.68 3.93 -2.68
C 0.12 2.82 -2.06
C -2.44 0.46 -1.60
C -3.59 -0.28 -1.25
C -4.13 -1.24 -2.12
C -3.55 -1.45 -3.35
C -2.43 -0.72 -3.72
C -1.87 0.21 -2.85
P 0.61 -0.39 -0.07
C 1.35 -1.38 1.28
C 1.05 -2.73 1.38
C 1.59 -3.51 2.39
C 2.46 -2.94 3.31
C 2.79 -1.59 3.20
C 2.25 -0.82 2.19
C 2.04 0.54 -0.69
C 2.71 0.03 -1.80
C 3.82 0.69 -2.30
C 4.27 1.86 -1.71
C 3.60 2.37 -0.60
C 2.49 1.72 -0.09
H 1.94 1.54 4.20
H 3.67 3.31 4.11
H 1.45 5.56 1.49
H -0.39 3.92 1.48
H -2.43 4.33 -0.44
H -1.45 6.31 -1.55
H 0.55 6.05 -2.99
H 1.55 3.81 -3.31
H 0.60 1.86 -2.21
H -4.11 -0.04 -0.33
H -5.03 -1.77 -1.83
H -3.98 -2.17 -4.04
H -1.98 -0.87 -4.69
H -1.01 0.78 -3.17
H 0.42 -3.20 0.62
H 1.36 -4.57 2.45
H 2.89 -3.54 4.10
H 3.49 -1.15 3.90
H 2.52 0.22 2.11
H 2.36 -0.88 -2.27
H 4.34 0.29 -3.17
H 5.13 2.37 -2.11
H 3.94 3.29 -0.14
H 1.96 2.14 0.75
O -2.21 -2.07 2.00
C -2.22 -3.48 2.19
C -2.24 -4.18 0.86
C -2.44 -5.55 0.79
C -2.39 -6.17 -0.44
C -2.16 -5.41 -1.58
C -1.99 -4.06 -1.43
N -2.03 -3.44 -0.24
H -1.68 -1.63 2.68
H -3.09 -3.77 2.78
H -1.32 -3.78 2.74
H -2.62 -6.11 1.70
H -2.54 -7.24 -0.51
H -2.11 -5.86 -2.56
H -1.82 -3.42 -2.29
```

Summary:
HOMO (alpha / beta) (eV): -9.8 / -10.0
Charge: +1
Lowest unoccupied orbital energy (alpha / beta) (eV): -2.809 / -3.044
Multiplicity: 6
E_tot (a.u.): -3676.70240
HOMO-LUMO gap (alpha / beta) (eV): 6.965 / 6.997

These are the Mulliken partial charges, in e, on atoms 1 to 4:
1. Mn 0.1379
2. Te 0.3053
3. C 0.1336
4. C -0.1643

***

No. 7
C3H14O3 | ωB97M-V with the def2-TZVPD basis set

Structure (XYZ):
```
20
Properties=species:S:1:pos:R:3
C -0.68 -1.84 -0.95
C 0.59 -0.84 -1.09
C 1.74 -1.24 -0.10
H -0.82 -1.80 0.08
H -0.34 -2.82 -1.33
H -1.46 -1.30 -1.47
H 0.39 0.19 -1.32
H 1.24 -1.01 -2.04
H 2.08 -2.22 -0.24
H 2.54 -0.55 -0.31
H 1.47 -1.09 0.96
O 0.47 2.59 0.49
H 1.27 3.05 0.52
H 0.14 2.52 1.45
O -2.51 1.85 -0.64
H -2.04 1.10 -0.99
H -2.44 1.71 0.32
O -0.40 0.64 2.59
H -1.32 0.71 2.20
H 0.05 0.38 1.85
```

Summary:
SMILES: CCC.O.O.O
HOMO (eV): -11.0
Lowest unoccupied orbital energy (eV): 0.378
E_tot (a.u.): -348.35535
HOMO-LUMO gap (eV): 11.398

These are the Mulliken partial charges, in e, on atoms 1 to 4:
1. C -0.9085
2. C -0.4094
3. C -1.1654
4. H 0.2604

***

No. 8
C5H13N3 | ωB97M-V with the def2-TZVPD basis set

Structure (XYZ):
```
21
Properties=species:S:1:pos:R:3
H 2.86 0.64 2.60
N 2.36 1.10 1.78
C 2.28 0.84 0.53
N 1.42 1.65 -0.13
C 0.83 1.09 -1.46
C -0.39 0.20 -1.17
C -1.18 0.13 0.21
C -1.20 -1.28 0.93
N -1.86 -2.25 -0.03
H 2.56 0.01 -0.11
H 0.94 2.33 0.38
H 1.62 0.31 -2.02
H 0.56 2.11 -1.96
H -0.02 -0.94 -1.30
H -1.13 0.37 -1.96
H -2.33 0.33 0.03
H -0.58 0.83 0.81
H -1.61 -1.03 1.92
H -0.11 -1.66 1.00
H -2.60 -1.68 -0.49
H -2.42 -3.10 0.43
```

Summary:
SMILES: [H]/N=C/NCCCCN
HOMO (eV): -8.6
Lowest unoccupied orbital energy (eV): 1.045
E_tot (a.u.): -362.46089
HOMO-LUMO gap (eV): 9.596

These are the Mulliken partial charges, in e, on atoms 1 to 4:
1. H 0.2129
2. N -0.7056
3. C 0.0843
4. N -0.3543

***

Q: The lowest E_tot belongs to which entry?
A: C28H31AsN7PtS2

***

Q: Which formula does entry 8 have?
A: C5H13N3

***

Q: Among the records above, which one has the lowest E_tot?
A: C28H31AsN7PtS2

***

Q: Among the records above, which one has the lowest E_tot?
A: C28H31AsN7PtS2